1.
191
Properties=species:S:1:pos:R:3:forces:R:3 method="wB97M-V/def2-TZVPD" energy_ha=-3858.1905 fmax_ev_per_a=17.870 homo_ev=-6.34 orbital_gap_ha=0.1510
C -1.974 -0.914 1.605 -0.3 0.8 -1.2
C -0.433 -0.668 1.350 1.2 -2.6 1.5
C 0.341 -2.027 1.410 -2.1 -0.6 -1.3
C -0.012 -2.963 0.222 1.1 2.8 0.8
C 0.444 -2.275 -1.040 -1.0 1.4 0.3
C -0.169 -0.879 -1.359 0.3 -2.8 2.0
N -0.199 -0.095 -0.006 -1.8 6.4 -0.5
O -0.270 1.243 -0.029 -4.7 -10.7 -0.7
C -1.595 -0.987 -1.942 3.8 0.7 2.5
C 0.927 -0.280 -2.274 -8.2 -9.3 5.8
C 0.196 0.150 2.481 2.2 -4.9 -5.4
H -2.428 -1.534 0.833 0.2 -0.1 0.1
H -2.636 -0.053 1.695 1.1 0.7 -0.8
H -2.237 -1.366 2.561 0.3 0.1 -1.2
H 0.032 -2.507 2.338 0.0 0.1 -0.4
H 1.427 -1.989 1.496 -1.4 1.2 -0.6
H -1.046 -3.267 0.059 0.5 1.7 0.6
H 0.525 -3.900 0.366 0.6 1.2 0.8
H 0.158 -2.907 -1.881 -0.1 1.6 0.9
H 1.506 -2.053 -0.939 -1.3 -0.9 -0.6
H -2.298 -1.601 -1.379 0.7 0.0 0.3
H -1.652 -1.385 -2.955 1.1 -0.5 0.2
H -2.041 0.008 -1.964 4.0 -0.4 2.2
H 1.955 -0.428 -1.942 -3.6 -0.1 0.5
H 0.830 0.789 -2.463 -11.0 -6.2 3.9
H 0.821 -0.686 -3.280 -0.7 0.0 0.1
H -0.278 1.129 2.545 -0.9 -4.4 -0.8
H 1.248 0.368 2.298 -0.5 -0.9 -0.6
H 0.095 -0.314 3.463 3.2 -0.9 -5.2
C 1.592 1.422 -2.592 14.0 4.9 -10.0
C 2.490 2.284 -3.517 2.9 3.2 0.7
C 2.550 3.673 -2.766 3.9 1.1 -2.1
C 3.661 4.543 -3.333 0.0 0.6 -0.6
C 5.058 3.954 -3.180 -0.8 -1.1 0.2
C 5.172 2.535 -3.885 -0.5 2.3 0.3
N 3.882 1.715 -3.640 -0.2 -4.4 -1.4
O 3.930 0.347 -4.007 0.1 7.0 0.2
C 6.381 1.919 -3.283 0.7 -1.2 1.5
C 5.438 2.774 -5.365 0.3 -1.3 -1.2
C 1.992 2.503 -4.916 -1.0 -1.0 -0.6
H 2.115 1.296 -1.644 0.0 0.1 -1.1
H 1.472 0.416 -2.993 6.6 2.3 -7.4
H 0.546 1.728 -2.550 -1.2 0.5 -4.4
H 2.698 3.574 -1.690 2.6 0.0 -2.4
H 1.577 4.164 -2.730 1.6 0.4 -1.8
H 3.644 5.541 -2.895 -0.1 0.1 0.3
H 3.415 4.724 -4.379 0.3 0.1 -0.3
H 5.326 3.826 -2.131 -0.5 -0.2 0.2
H 5.853 4.618 -3.519 -0.1 -0.1 -0.7
H 6.718 0.962 -3.680 -0.3 0.0 -0.2
H 6.180 1.807 -2.217 0.0 -0.4 0.0
H 7.254 2.573 -3.277 -0.2 0.4 -0.6
H 4.676 3.229 -5.997 -0.1 0.1 0.4
H 5.698 1.810 -5.802 -0.5 -0.4 -0.2
H 6.384 3.280 -5.558 -0.1 0.6 0.6
H 1.032 3.007 -4.808 -0.2 0.1 -0.5
H 1.876 1.554 -5.440 -0.4 -0.3 0.2
H 2.643 3.026 -5.617 0.1 0.5 0.7
O 3.328 -0.163 -1.123 6.3 -7.8 -5.8
C 3.324 -1.184 -2.100 1.1 -3.0 -2.4
C 4.561 -1.740 -2.846 0.4 -2.6 -0.9
O 4.481 -2.857 -3.811 -1.1 3.7 2.8
H 2.544 -0.931 -2.817 2.8 -1.4 -1.2
H 2.943 -2.131 -1.716 -0.3 0.0 -1.3
H 5.291 -2.078 -2.110 0.5 0.3 0.4
H 4.931 -0.815 -3.289 0.9 0.5 -0.7
C 0.899 3.023 -1.299 -3.3 6.3 6.3
C 0.129 3.223 0.035 -1.8 1.6 -0.4
C 0.016 4.599 0.759 1.4 -0.4 -2.2
C -1.226 4.961 1.518 -1.3 0.0 0.3
C -2.670 4.591 0.922 1.7 0.6 2.0
C -3.754 4.845 2.014 -0.8 0.9 -1.0
H 1.008 2.098 -1.866 -1.7 6.3 8.1
H 1.881 3.407 -1.020 -2.4 -0.7 1.2
H 0.583 3.747 -2.051 -1.6 -0.2 1.1
H -0.889 2.901 -0.185 -0.3 0.7 0.2
H 0.444 2.449 0.735 -0.1 1.9 -0.1
H 0.196 5.334 -0.025 0.2 0.5 0.0
H 0.849 4.609 1.462 -0.6 0.9 -0.8
H -1.070 4.585 2.529 -0.3 -0.4 -0.5
H -1.205 6.034 1.709 -0.1 0.3 -0.3
H -2.769 5.149 -0.009 -0.4 -0.1 0.0
H -2.671 3.513 0.759 0.2 0.5 -0.7
H -4.784 4.851 1.659 0.1 -0.2 -0.6
H -3.734 4.052 2.761 -0.3 1.1 -1.5
H -3.784 5.787 2.563 1.0 0.3 0.0
C -1.427 -2.148 5.512 0.0 1.2 -0.3
C -0.842 -1.465 4.293 0.6 -3.6 0.0
O -0.999 -0.093 4.158 -2.2 -9.6 11.4
O -0.619 -2.010 6.676 0.4 0.1 -0.3
H -1.544 -3.197 5.243 -0.3 0.4 0.2
H -2.317 -1.543 5.684 -0.9 -0.8 0.1
H -1.302 -1.745 3.345 0.7 -1.5 1.4
H 0.228 -1.659 4.210 0.2 -0.7 0.2
H -0.743 0.143 5.053 -1.1 1.4 0.7
H -0.896 -2.694 7.290 0.1 0.1 0.2
C 2.392 1.525 0.558 0.8 -1.0 -0.4
C 3.937 1.431 0.286 -0.5 -0.7 2.8
O 4.414 1.628 -0.983 1.6 4.6 0.4
O 1.666 0.482 -0.205 -2.2 4.4 6.2
H 2.000 2.509 0.303 0.7 -0.7 0.2
H 2.104 1.346 1.595 1.1 0.4 -0.1
H 4.180 0.382 0.454 0.1 0.6 1.2
H 4.464 1.995 1.056 0.0 0.6 -0.1
H 4.383 0.698 -1.217 0.2 -0.5 -1.5
H 2.378 0.073 -0.702 0.8 -1.3 0.3
C 3.546 -2.693 2.419 -0.6 -1.2 0.8
C 3.478 -1.773 1.254 0.0 -1.0 -0.7
O 2.870 -2.563 0.137 2.2 0.8 3.8
O 2.178 -3.065 2.887 2.9 0.0 1.1
H 4.192 -2.382 3.240 -1.0 1.1 0.6
H 4.202 -3.538 2.209 -0.8 -0.8 -0.9
H 4.465 -1.380 1.008 0.3 -0.6 -0.3
H 2.935 -0.851 1.462 -0.6 -0.3 0.0
H 3.071 -1.971 -0.591 0.3 -0.1 0.7
H 1.695 -3.545 2.211 0.6 -0.3 -0.3
C -5.057 -3.470 0.194 1.3 0.9 -2.1
C -3.665 -4.003 -0.333 -1.5 1.0 -1.3
O -3.195 -3.132 -1.311 -4.8 3.9 1.8
O -4.887 -2.092 0.587 -0.1 -0.3 1.4
H -5.428 -4.236 0.875 -0.3 0.7 0.6
H -5.857 -3.260 -0.516 0.2 -1.5 -0.9
H -3.888 -4.913 -0.890 0.2 -0.8 0.9
H -2.832 -3.929 0.366 -1.3 -1.3 0.7
H -2.373 -3.412 -1.721 0.9 -1.2 -0.6
H -4.519 -1.679 -0.197 0.2 -0.1 -0.2
C -1.472 -5.553 -1.806 -0.4 1.7 0.7
C -0.629 -5.254 -0.524 -2.0 -0.8 -1.1
O -0.191 -6.411 0.075 0.9 -1.9 0.8
O -1.714 -4.241 -2.427 -7.6 -1.8 5.6
H -2.424 -6.048 -1.615 -0.1 0.2 0.3
H -0.963 -6.153 -2.560 -0.1 -0.4 0.8
H -1.061 -4.594 0.228 -1.2 -2.0 -0.7
H 0.252 -4.645 -0.729 -2.0 -1.4 -0.2
H -0.951 -6.900 0.397 0.0 -0.1 0.1
H -0.985 -4.057 -3.024 -3.4 3.0 -0.1
C -4.515 2.295 1.225 0.4 -0.5 -0.3
C -4.842 1.123 2.052 -2.2 -1.0 1.3
O -5.311 1.469 3.328 -9.6 -1.0 -6.6
O -3.895 1.764 0.009 -0.2 0.9 0.3
H -3.880 2.975 1.793 0.2 -1.7 -0.9
H -5.354 2.974 1.076 -0.4 -0.5 -0.7
H -3.982 0.457 2.113 -0.1 0.2 0.2
H -5.612 0.506 1.588 -0.1 -0.1 -0.5
H -4.503 1.480 3.848 -5.9 -0.6 -1.4
H -4.600 1.698 -0.640 0.0 0.1 -0.1
O -1.818 -3.625 1.875 -1.7 -1.4 3.5
C -2.636 -3.815 2.818 -0.5 1.5 -2.7
N -2.381 -4.664 3.806 1.0 -0.6 -0.7
C -3.980 -3.127 2.851 0.7 -1.5 1.6
H -2.887 -4.724 4.678 0.2 -0.3 -0.4
H -1.538 -5.125 3.495 0.3 -0.8 1.4
H -4.458 -3.579 3.719 -0.2 0.8 0.6
H -4.626 -3.538 2.076 0.8 1.0 0.3
H -3.785 -2.057 2.933 -1.1 -0.2 -0.3
O 0.039 2.210 2.620 1.5 11.2 -3.5
C 0.938 2.398 3.371 3.8 2.6 -0.6
N 1.185 1.399 4.222 1.9 1.9 2.7
C 1.851 3.643 3.220 0.9 -0.7 0.9
H 1.548 1.711 5.112 0.4 -0.7 0.1
H 0.578 0.606 4.071 1.4 0.8 1.0
H 2.913 3.432 3.349 0.1 -0.6 0.5
H 1.632 4.407 3.966 -0.3 0.1 -0.1
H 1.868 4.094 2.228 -0.4 -0.6 0.6
O -3.665 1.629 4.223 13.9 1.4 8.1
C -2.646 2.301 4.079 -1.0 2.1 0.8
N -1.558 1.679 3.853 -2.3 7.7 0.6
C -2.663 3.811 4.283 0.1 -0.1 2.5
H -0.687 2.163 4.013 -2.3 -0.4 0.5
H -1.592 0.703 3.594 -2.0 2.1 -1.4
H -3.626 4.291 4.107 0.5 -0.6 0.9
H -1.885 4.396 3.793 -0.4 -0.5 0.3
H -2.556 3.951 5.358 0.4 -0.1 0.4
O -4.280 -0.079 -4.759 -0.8 -0.4 1.9
C -4.390 -0.158 -3.504 -0.9 0.3 -5.6
N -3.308 -0.115 -2.804 -3.0 1.7 -0.2
C -5.675 -0.166 -2.804 -0.5 -0.4 1.1
H -3.374 -0.119 -1.796 -0.9 0.1 -0.6
H -2.390 -0.076 -3.223 -2.0 0.6 -1.2
H -5.502 -0.402 -1.755 -0.1 0.4 0.3
H -6.383 -0.940 -3.100 0.1 0.4 -0.7
H -6.025 0.858 -2.941 -0.6 -0.2 0.2
O -0.257 -4.657 -3.395 11.2 -5.3 -8.0
C 0.745 -4.096 -3.043 5.4 1.7 -2.3
N 1.449 -4.415 -1.919 1.7 -1.8 -2.2
C 1.220 -2.921 -3.951 0.0 -0.2 -0.2
H 1.155 -5.282 -1.493 1.1 -0.3 -0.7
H 2.420 -4.161 -1.808 0.1 0.2 -0.4
H 0.989 -3.072 -5.006 -0.2 -0.9 0.1
H 2.284 -2.687 -3.972 0.3 -0.2 0.6
H 0.657 -2.007 -3.761 -0.1 -0.9 0.2



2.
187
Properties=species:S:1:pos:R:3:forces:R:3 method="wB97M-V/def2-TZVPD" smiles="O=S1(=O)OCCO1.O=S1(=O)OCCO1.O=S1(=O)OCCO1.CCN(CC)CC.CCN(CC)CC.CCN(CC)CC.CCN(CC)CC.CCN(CC)CC.CCN(CC)CC.CCN(CC)CC" energy_ha=-4379.3654 fmax_ev_per_a=4.564 homo_ev=-7.88 orbital_gap_ha=0.2952
O 2.829 2.620 -7.567 -1.2 1.4 -1.3
S 1.738 3.485 -7.989 0.4 -0.4 -0.6
O 0.704 3.673 -6.991 1.2 0.5 -2.2
O 2.328 4.892 -8.697 -0.9 -1.6 1.6
C 2.352 4.819 -10.131 0.7 0.8 0.2
C 1.867 3.465 -10.587 0.4 -0.6 1.7
O 1.103 3.010 -9.448 -0.6 -0.3 1.4
H 1.725 5.627 -10.508 0.2 0.0 0.0
H 3.413 4.942 -10.347 -0.2 0.3 -0.6
H 2.711 2.777 -10.642 -0.1 0.0 -0.6
H 1.241 3.484 -11.479 0.0 -0.1 0.3
O -10.217 -1.578 -0.916 1.7 -3.3 0.4
S -9.492 -2.852 -1.081 0.0 0.1 -1.7
O -8.902 -3.069 -2.444 -1.2 0.2 4.4
O -8.436 -3.172 0.198 -0.8 1.4 -1.9
C -8.641 -4.448 0.802 0.1 0.4 0.9
C -9.613 -5.196 -0.057 1.3 0.3 -1.2
O -10.417 -4.153 -0.644 -0.2 0.7 -0.5
H -7.640 -4.875 0.873 -0.3 -0.4 0.1
H -9.097 -4.334 1.786 0.3 0.5 0.2
H -10.179 -5.954 0.485 -0.4 0.5 -0.3
H -8.985 -5.641 -0.829 -0.6 -0.4 -0.4
O -5.917 4.778 -2.314 -1.1 0.3 2.7
S -6.745 5.004 -1.136 -1.3 0.5 -0.1
O -7.542 6.251 -1.067 1.7 -3.2 0.0
O -7.660 3.619 -0.912 0.1 1.6 -1.8
C -7.677 3.127 0.389 0.4 0.7 1.6
C -6.897 4.179 1.227 -0.2 -1.7 0.6
O -6.007 4.775 0.331 0.5 1.2 -2.1
H -8.678 3.024 0.809 -0.2 0.0 -0.5
H -7.163 2.169 0.451 0.0 0.0 -0.3
H -6.282 3.604 1.919 0.0 0.4 0.2
H -7.522 4.875 1.786 0.0 0.2 -0.4
C 5.371 3.889 -1.113 0.3 0.0 -1.0
C 4.481 4.749 -0.248 0.8 -0.7 -0.1
N 5.184 5.074 0.986 -1.3 0.8 1.2
C 4.920 6.506 1.387 0.2 -1.4 -0.6
C 5.708 7.382 0.413 0.7 0.4 1.2
C 4.807 4.109 2.053 1.4 -0.5 0.3
C 3.555 4.418 2.873 0.2 0.1 -0.2
H 5.050 4.015 -2.147 -0.1 -0.4 -0.2
H 5.345 2.827 -0.870 0.0 0.0 0.1
H 6.407 4.226 -1.088 0.0 0.0 0.2
H 4.249 5.650 -0.816 -0.4 -0.1 0.3
H 3.606 4.129 -0.053 -0.6 0.5 0.0
H 3.856 6.744 1.370 -0.3 0.0 -0.2
H 5.182 6.561 2.444 0.5 0.5 -0.1
H 5.417 8.432 0.407 -0.6 -0.1 -0.3
H 6.729 7.471 0.784 0.3 -0.4 -0.2
H 5.741 6.938 -0.582 -0.1 0.3 0.1
H 5.700 3.929 2.652 0.1 0.8 0.7
H 4.812 3.105 1.629 -0.8 0.0 -0.6
H 3.299 3.741 3.688 0.3 -0.6 -0.4
H 2.732 4.432 2.159 -0.3 0.4 0.3
H 3.672 5.357 3.414 -0.2 0.3 -0.4
C -2.490 0.065 6.038 2.0 -0.5 -0.3
C -3.774 0.372 6.617 -3.3 1.0 0.5
N -4.355 1.688 6.222 1.4 0.5 0.1
C -3.354 2.752 6.431 0.5 2.0 0.7
C -2.765 2.982 7.882 -1.1 -1.9 -0.3
C -5.572 1.967 6.967 -1.0 -0.4 0.5
C -6.811 1.175 6.501 0.9 -0.3 -0.3
H -2.479 0.323 4.979 0.3 -0.2 0.0
H -2.275 -0.989 6.215 -0.1 -0.2 -0.4
H -1.683 0.557 6.581 0.1 0.4 -0.3
H -4.525 -0.346 6.287 0.1 -0.3 0.1
H -3.768 0.321 7.706 0.2 -0.2 0.4
H -2.518 2.763 5.731 0.0 -0.9 -0.2
H -3.777 3.724 6.176 -0.7 -0.1 -0.1
H -2.236 2.075 8.174 0.6 0.1 0.0
H -2.147 3.859 8.079 -0.2 0.0 -0.5
H -3.602 2.928 8.579 -0.1 0.7 0.2
H -5.907 3.002 6.908 0.7 0.3 -0.2
H -5.398 1.772 8.026 -0.1 -0.1 0.4
H -6.629 0.100 6.508 0.1 0.0 -0.1
H -6.990 1.494 5.474 -0.4 -0.2 0.0
H -7.693 1.317 7.126 0.1 0.4 0.0
C -4.678 -7.032 -6.859 -0.3 0.9 -1.1
C -5.851 -7.632 -6.111 0.4 -0.3 0.4
N -5.610 -9.077 -5.786 -0.1 1.8 0.5
C -4.400 -9.305 -4.965 -0.4 -2.0 -0.8
C -4.247 -8.645 -3.665 -0.7 1.9 1.2
C -5.694 -9.921 -6.985 -1.0 -0.2 1.0
C -7.200 -10.254 -7.216 0.6 0.5 -0.8
H -4.882 -5.992 -7.116 0.0 0.3 0.4
H -4.573 -7.439 -7.864 0.1 -0.5 0.1
H -3.703 -7.065 -6.373 -0.2 -0.2 0.3
H -6.127 -6.994 -5.272 0.9 -0.5 1.1
H -6.811 -7.424 -6.584 0.1 -0.9 -1.1
H -4.541 -10.314 -4.579 0.2 -0.7 -0.8
H -3.441 -9.302 -5.484 0.1 0.2 -0.6
H -4.005 -7.583 -3.695 0.0 0.2 -0.1
H -5.206 -8.733 -3.155 0.0 0.1 0.4
H -3.472 -9.115 -3.058 0.0 -0.2 -0.1
H -5.174 -10.851 -6.757 0.0 -0.1 0.0
H -5.159 -9.491 -7.832 -0.3 0.1 -0.3
H -7.382 -10.810 -8.136 0.3 -0.8 0.2
H -7.828 -9.394 -7.449 0.3 0.5 0.5
H -7.591 -10.733 -6.319 0.0 -0.2 -0.3
C 4.635 -5.623 4.005 -0.6 -0.9 0.8
C 4.233 -5.811 5.497 1.8 0.6 -0.3
N 5.268 -6.487 6.307 1.0 -1.7 0.0
C 5.804 -7.803 5.792 0.2 1.6 0.2
C 7.247 -7.562 5.304 -0.3 -0.1 -0.5
C 4.897 -6.632 7.706 -0.1 1.4 0.2
C 4.782 -5.253 8.346 -2.0 0.5 1.3
H 5.558 -5.043 3.993 -0.1 0.0 -0.3
H 3.802 -5.096 3.539 0.2 0.3 -0.1
H 4.761 -6.550 3.447 0.1 0.0 0.1
H 4.316 -4.763 5.786 -0.7 0.0 0.7
H 3.220 -6.171 5.676 -0.2 -0.3 -0.2
H 5.106 -8.150 5.030 0.4 -0.3 -0.3
H 5.836 -8.541 6.594 -0.3 0.0 0.1
H 7.984 -7.430 6.097 -0.3 0.0 0.4
H 7.273 -6.635 4.730 0.0 -0.1 -0.1
H 7.620 -8.374 4.680 -0.1 -0.1 -0.1
H 4.005 -7.256 7.757 -0.8 0.3 0.4
H 5.549 -7.156 8.404 1.0 -0.3 -1.0
H 3.878 -4.706 8.078 0.1 0.1 -0.9
H 4.512 -5.340 9.399 0.4 -0.5 0.4
H 5.603 -4.536 8.337 0.4 -0.6 -0.6
C -2.079 10.089 -0.593 -0.8 0.1 -1.9
C -2.095 10.867 0.656 0.8 -0.3 1.9
N -0.750 10.982 1.276 -1.8 0.6 1.3
C 0.117 11.845 0.531 -0.2 0.4 0.1
C 1.294 12.377 1.323 1.0 0.2 -0.4
C -0.142 9.707 1.605 -0.9 -0.4 0.4
C -1.029 8.673 2.382 0.2 0.7 -0.3
H -3.117 9.978 -0.907 -0.1 -0.3 -0.2
H -1.617 9.102 -0.605 0.0 0.1 0.3
H -1.623 10.709 -1.365 0.2 -0.3 -0.3
H -2.550 11.845 0.497 0.4 0.2 -0.1
H -2.761 10.404 1.383 0.1 -0.2 0.2
H 0.300 11.346 -0.421 1.0 0.2 -0.4
H -0.384 12.780 0.279 -0.7 -0.2 -0.1
H 2.133 11.704 1.501 -0.3 -0.3 0.2
H 1.750 13.194 0.764 0.0 0.1 -0.2
H 0.960 12.836 2.253 -0.1 -0.3 0.1
H 0.716 9.883 2.254 0.2 0.1 -0.3
H 0.171 9.260 0.662 0.5 -0.6 -0.1
H -0.345 7.977 2.868 -0.1 -0.2 -0.2
H -1.753 8.140 1.766 0.3 -0.1 -0.3
H -1.647 9.106 3.169 0.3 0.4 0.1
C 6.242 -3.289 -3.299 -0.3 1.8 1.0
C 7.611 -3.783 -3.612 0.7 -1.5 -0.6
N 8.714 -3.077 -2.982 0.4 1.3 0.0
C 8.820 -1.675 -3.508 0.2 -1.8 0.1
C 9.924 -0.843 -2.918 0.0 0.2 -0.6
C 10.001 -3.813 -3.023 -0.2 0.9 -1.3
C 10.542 -4.223 -4.454 -0.1 -0.4 1.2
H 5.379 -3.868 -3.628 0.4 -0.2 0.0
H 6.120 -2.269 -3.662 -0.2 0.0 -0.6
H 6.195 -3.086 -2.229 -0.3 -0.6 0.3
H 7.681 -4.838 -3.347 0.1 -0.2 0.5
H 7.727 -3.859 -4.693 0.1 0.4 -0.6
H 9.030 -1.753 -4.574 -0.5 0.3 -0.5
H 7.880 -1.168 -3.291 0.0 -0.2 -0.3
H 9.955 -1.010 -1.841 0.2 0.6 0.0
H 10.893 -0.968 -3.401 0.2 -0.6 0.3
H 9.669 0.152 -3.281 0.0 0.5 0.9
H 9.861 -4.596 -2.277 0.4 -0.5 -0.5
H 10.813 -3.167 -2.690 -0.4 0.2 0.6
H 9.861 -4.907 -4.960 0.2 0.1 -0.2
H 11.522 -4.682 -4.321 -0.1 -0.6 0.2
H 10.835 -3.384 -5.085 -0.7 0.4 0.0
C -1.339 1.433 -0.382 -0.3 -0.7 -0.4
C -2.297 0.286 -0.119 0.4 -2.0 -1.6
N -1.638 -1.089 0.058 -0.3 0.9 1.0
C -0.552 -1.431 -0.901 -0.4 0.7 0.2
C -0.996 -1.526 -2.350 -0.8 0.4 0.2
C -2.679 -2.106 0.334 1.3 0.3 -0.8
C -2.027 -3.454 0.673 -0.8 0.2 0.1
H -1.870 2.383 -0.317 0.3 0.1 0.8
H -1.057 1.440 -1.435 0.4 -0.3 0.0
H -0.467 1.257 0.248 0.0 0.8 0.1
H -3.033 0.494 0.659 0.4 -0.3 0.4
H -2.878 0.130 -1.028 -0.6 0.5 -0.2
H 0.205 -0.659 -0.762 0.1 0.0 -0.1
H -0.071 -2.379 -0.659 -0.2 0.1 0.5
H -1.802 -2.260 -2.351 0.1 -0.3 -0.5
H -1.460 -0.589 -2.656 0.1 0.1 -0.2
H -0.212 -1.760 -3.070 0.0 -0.2 0.2
H -3.348 -2.242 -0.515 -0.2 -0.2 -0.5
H -3.348 -1.679 1.081 0.3 -0.3 0.5
H -1.295 -3.363 1.476 -0.1 0.0 0.0
H -1.555 -3.906 -0.199 0.1 0.2 0.0
H -2.803 -4.167 0.950 0.0 0.0 0.3